Entry 1:
{"formula": "C32H55ClCuN2O9P2Se", "method": "ωB97M-V/def2-TZVPD", "elements": ["H", "O", "H", "H", "C", "P", "H", "H", "H", "H", "H", "H", "H", "H", "C", "C", "C", "H", "C", "H", "H", "H", "C", "O", "H", "H", "C", "H", "C", "H", "H", "H", "Cl", "C", "C", "H", "H", "C", "H", "N", "C", "H", "C", "H", "H", "H", "Se", "O", "C", "C", "C", "C", "H", "C", "H", "H", "H", "H", "H", "C", "C", "O", "H", "H", "N", "C", "O", "C", "H", "C", "H", "H", "H", "H", "H", "H", "C", "H", "H", "C", "C", "O", "H", "C", "O", "C", "C", "C", "H", "C", "P", "H", "H", "H", "H", "Cu", "H", "H", "H", "O", "O", "C", "H"], "coordinates": [[3.8473, 2.6909, -3.2836], [0.1667, 0.4976, -4.0026], [-1.5133, 5.2827, 2.7468], [0.7025, 0.7344, 4.3151], [2.5843, -4.8276, -2.3928], [-0.9196, -1.5740, 1.3272], [-2.4788, -2.0544, -0.8854], [3.9194, -1.7794, -2.0015], [3.5203, 0.9323, 3.0948], [1.7309, -4.2796, 4.2812], [-5.2758, 2.1798, -0.4269], [-4.5505, 3.1661, 2.5741], [-2.6348, 3.4960, 1.4324], [-0.2481, -4.1521, 2.6605], [-2.3047, 4.5838, 3.1952], [1.6927, 3.1619, -1.6823], [-0.2570, -0.6257, -3.7036], [2.0659, 4.1145, -2.0266], [-4.9054, 4.2987, -0.1410], [-3.8167, 1.5471, 2.5098], [2.0971, -1.2235, -3.5332], [1.9224, -0.5391, -1.4244], [1.5465, -3.5513, 1.5725], [0.7952, 1.2903, 2.2942], [2.8547, -5.8233, -2.0857], [-1.5432, 3.5954, -1.9367], [-0.0040, -1.6596, -4.8571], [4.0373, 4.0426, -0.8543], [-3.7288, -3.6931, -0.2018], [0.4582, -3.3526, 4.8422], [0.8163, -5.3610, -5.0158], [1.0824, 2.7980, -2.4910], [4.6643, -4.1778, -0.6839], [-3.3410, 2.6562, -1.0420], [2.2501, -2.2375, -3.1911], [-2.5014, 0.1699, 1.4623], [4.7924, 1.6805, -2.3338], [-2.3948, -2.9977, -0.2377], [2.2640, 3.2324, 3.5662], [2.4766, 1.1291, -0.5929], [-2.5070, 3.7345, -1.3911], [1.8238, 1.6357, 0.0134], [0.7717, -5.5714, -3.9537], [-4.2900, 6.4160, -0.3844], [-3.6997, 2.3738, 4.0061], [-5.9099, 4.5528, 0.2272], [-2.9060, 0.8236, -1.4901], [-0.1815, -1.2155, 0.0654], [3.8013, 3.1024, -0.3606], [-2.8229, 5.0402, -1.0048], [-4.5666, 2.9963, -0.4635], [1.5415, -4.5194, -3.2283], [0.9662, -6.6169, -3.6889], [1.5508, 2.7155, 4.1509], [0.6003, 3.1964, 4.1716], [0.8345, -1.3007, -5.5507], [2.2440, -4.3656, 1.7915], [4.5502, 2.4375, -0.1228], [-2.1710, 5.8517, -1.2130], [3.7084, 1.9014, -2.5640], [1.1533, -3.4189, 4.0480], [-2.0581, -2.6772, 1.1242], [-3.5947, -4.6831, 0.3518], [-0.9857, -1.6549, -5.4025], [1.4880, 0.3904, -1.4121], [2.9127, 2.3077, -1.3491], [-0.0724, -2.0673, 2.4989], [3.3882, -3.8407, -1.8514], [-3.2043, 5.2235, 3.1175], [-1.6044, -0.0490, 2.0498], [1.1055, 3.2987, -0.7812], [-2.0300, 4.3699, 4.2431], [-4.4463, -3.1053, 0.3698], [1.9444, 2.7090, 5.2131], [-0.4967, -3.2921, -1.2549], [3.2434, 3.3519, 0.4516], [1.3107, -3.2113, -3.6057], [-1.8697, -0.0550, 3.1119], [1.1045, -3.5531, 0.5579], [-3.7192, 2.5261, 2.9109], [3.2453, -2.5597, -2.2763], [-1.3198, 2.5365, 2.7298], [2.0777, -2.5858, 1.5969], [-1.3395, -3.8685, -0.9447], [-0.7645, -1.0293, -2.6308], [1.3953, 1.2446, 3.6143], [-2.5192, 3.2268, 2.4502], [0.5304, -3.4391, 2.6815], [-4.0902, -3.9770, -1.1827], [-4.0157, 5.3344, -0.4306], [-0.6796, 1.4728, 1.7604], [3.2153, 1.1221, -3.1343], [1.6798, 0.6918, -2.4138], [-0.2492, -5.3403, -3.7386], [2.9393, 0.2980, 4.6635], [-0.5538, 0.5956, -1.3750], [-1.1527, -4.8852, -0.5512], [1.8937, -2.5892, 4.1361], [2.4429, -0.6190, 3.1907], [-0.6049, 1.8996, 0.3539], [0.2159, -2.9723, -4.3824], [2.6848, 0.3956, 3.5682], [-1.8082, -4.0809, -1.9335]], "atomic_forces_ev_per_a": [[-0.417, 0.739, -0.191], [-0.240, 0.806, 0.752], [-0.725, -1.508, 0.410], [0.109, 0.090, -0.523], [0.808, -0.076, 1.135], [0.124, 1.404, -2.182], [0.166, -1.052, 1.188], [0.425, 0.310, 0.444], [-0.367, -0.510, -0.230], [0.433, -1.141, -0.292], [-0.261, 0.090, 0.594], [-0.039, -0.551, 0.444], [0.335, -0.248, -1.382], [-1.055, -0.690, -0.340], [0.218, 0.908, -0.586], [0.679, 0.375, -0.289], [1.322, -0.758, -1.886], [-0.052, 0.561, -0.041], [-0.632, 0.585, -0.256], [-0.241, -0.754, -0.755], [0.321, 0.044, -0.026], [-1.096, -0.051, 0.283], [0.210, 0.629, -0.201], [0.148, 0.009, 0.021], [-0.412, -0.476, -0.243], [-0.913, -0.193, 0.558], [-0.511, 0.780, -0.143], [0.792, -0.115, 0.054], [0.217, -1.593, 1.464], [-1.003, 0.382, 0.686], [0.352, -0.394, -0.321], [-0.391, -0.465, -0.274], [-0.385, -0.207, -0.318], [0.704, 0.769, -0.641], [-1.508, -0.513, -0.299], [-0.299, -0.147, -0.016], [-1.268, -0.505, 0.080], [-0.001, 0.178, -2.277], [0.618, 0.738, -0.778], [-1.611, 0.505, 0.067], [1.168, -0.198, 0.231], [0.393, -0.823, 0.880], [-0.534, 0.115, 0.316], [0.055, -1.099, 0.533], [-0.211, 0.403, -0.311], [0.474, -0.311, -0.112], [-0.502, 0.457, -0.061], [-0.913, -0.569, 1.637], [-1.221, 0.099, -3.550], [0.547, -1.062, -0.716], [-0.077, -0.687, -0.260], [0.367, -1.269, -0.811], [0.258, 0.422, -0.110], [0.663, -2.231, 1.371], [-0.623, 0.424, -0.190], [-1.164, -0.452, 1.085], [-0.133, 0.048, -0.461], [2.242, -0.814, 0.715], [0.671, 0.433, -0.412], [1.611, 0.154, -0.197], [1.251, 1.302, -0.213], [0.760, 0.832, 0.389], [-0.203, 1.160, -0.514], [1.033, -0.364, 0.162], [2.048, 0.174, -1.811], [0.345, 0.708, 0.147], [0.756, -1.594, 2.030], [0.413, -0.185, 0.325], [0.136, -0.567, 0.373], [-0.352, 0.277, -0.306], [-0.291, 0.158, 0.050], [-0.290, 0.260, -0.350], [-0.182, -0.002, -0.261], [-0.407, -0.200, -1.117], [0.962, 0.190, 0.395], [-1.608, 0.596, 2.651], [0.768, 1.643, 0.338], [0.061, -0.422, -0.168], [0.167, -0.561, 0.557], [-0.935, 0.272, 1.256], [-0.345, 1.024, -0.943], [0.989, -1.097, -0.150], [0.278, -0.443, 0.035], [-1.603, -0.452, -1.172], [-0.023, 0.460, 0.253], [-0.371, 0.523, 0.933], [0.646, 2.995, 1.101], [0.706, 1.704, -0.307], [-0.087, 0.372, -0.206], [-1.411, 1.065, 0.435], [1.065, -0.585, 0.683], [0.319, -0.407, -0.076], [-0.703, -0.379, 1.368], [-1.067, -0.295, 0.200], [0.025, -0.097, -1.041], [-0.278, -0.429, 0.546], [0.151, 0.733, 0.412], [-0.679, -0.346, -0.115], [0.462, 0.779, -0.118], [0.142, -0.018, -0.832], [0.364, -0.407, -0.112], [-0.745, 0.552, 1.471], [0.106, 0.075, 0.436]], "lowdin_charge": [0.081, -0.015, 0.105, 0.140, -0.059, 0.488, 0.115, 0.102, 0.085, 0.077, 0.093, 0.098, 0.096, 0.127, -0.030, -0.036, -0.682, 0.086, -0.108, 0.059, 0.095, 0.075, -0.040, -0.178, 0.112, 0.107, -0.079, 0.098, -0.054, 0.071, 0.090, 0.074, 0.634, -0.615, 0.008, 0.043, 0.107, -0.455, 0.060, 0.007, -0.119, 0.065, -0.019, 0.116, 0.105, 0.108, 0.798, -0.287, -0.012, -0.116, -0.164, -0.216, 0.093, -0.021, 0.046, 0.155, 0.090, 0.059, 0.092, -0.029, -0.038, -0.154, 0.107, 0.147, 0.000, -0.630, -0.184, -0.657, 0.081, -0.204, 0.075, 0.081, 0.080, 0.104, 0.039, 0.042, -0.224, 0.093, 0.074, -0.041, -0.127, -0.164, 0.092, -0.051, -0.088, -0.395, -0.466, -0.360, 0.081, -0.125, 0.498, 0.066, 0.066, 0.064, 0.098, 0.310, 0.098, 0.090, 0.061, -0.293, -0.038, -0.028, 0.095], "s_squared": 0.754, "total_energy_ev": -196574.622, "de_lowest_kcal_mol": 6.8, "spin_multiplicity": 2, "orbital_gap_ev": [7.67, 6.82], "lumo_ev": [0.4, -0.3], "charge": 0}

=====

Entry 2:
{"formula": "C3H8NS", "method": "ωB97M-V/def2-TZVPD", "elements": ["S", "C", "C", "N", "H", "C", "H", "H", "H", "H", "H", "H", "H"], "coordinates": [[1.7552, -1.3293, -0.3846], [0.5165, 0.9589, -0.4291], [-1.9145, 0.5521, -0.2094], [-0.6574, 0.8317, -0.9967], [0.6339, 0.9535, 0.6479], [1.8512, -1.7180, 1.1295], [1.3618, 1.4632, -1.0454], [1.9114, -1.1452, 1.9637], [-2.7837, 0.9248, -0.7619], [-2.1273, -0.5399, -0.0940], [-1.7834, 1.0857, 0.7089], [-0.7612, 0.7221, -1.9816], [1.9974, -2.7596, 1.4528]], "atomic_forces_ev_per_a": [[-0.419, 0.529, -1.344], [1.055, 1.417, -1.991], [0.283, -0.835, -1.069], [-0.370, -0.859, 2.019], [-0.375, 0.158, -0.084], [0.576, -3.180, -0.271], [-1.533, -1.373, 1.098], [-0.211, 2.545, 2.165], [0.422, 0.306, 0.076], [0.651, 0.820, 0.141], [-0.289, -0.017, 0.634], [0.313, 0.411, -0.808], [-0.104, 0.079, -0.566]], "lowdin_charge": [0.847, -0.062, 0.000, -0.039, 0.090, -0.457, 0.141, -0.009, 0.101, 0.112, 0.085, 0.148, 0.044], "total_energy_ev": -15557.136, "de_lowest_kcal_mol": 35.1, "orbital_gap_ev": [8.54, 8.54], "lumo_ev": [-4.9, -4.9], "charge": 1}

=====

Entry 3:
{"formula": "C2H5NOS", "method": "ωB97M-V/def2-TZVPD", "elements": ["H", "H", "O", "H", "S", "C", "H", "C", "H", "N"], "coordinates": [[-0.9687, -1.4419, 0.2359], [0.5870, -1.6998, -0.6151], [1.5127, 1.6107, 2.7083], [-0.9447, -1.9845, -1.4470], [1.0254, 0.6223, 1.7359], [0.5199, 1.4131, 0.4366], [-1.3262, 0.4229, -1.1672], [-0.4350, -1.3349, -0.7169], [0.4523, 2.4271, 0.1039], [-0.4225, -0.0349, -1.2743]], "atomic_forces_ev_per_a": [[0.083, -0.048, -0.075], [-0.069, -0.085, 0.011], [0.379, -0.298, 0.773], [0.049, 0.041, 0.007], [-0.492, 1.386, -1.238], [-1.342, -3.304, -1.857], [-0.049, -0.054, 0.196], [-0.128, -0.706, 0.543], [0.084, 0.361, 0.029], [1.485, 2.706, 1.611]], "lowdin_charge": [0.068, 0.070, -0.583, 0.090, 0.813, -0.235, 0.032, -0.273, 0.004, 0.016], "total_energy_ev": -16522.182, "de_lowest_kcal_mol": 143.0, "orbital_gap_ev": [7.97, 7.97], "lumo_ev": [-1.4, -1.4], "charge": 0}

=====

Entry 4:
{"formula": "C4H31N3O11", "method": "ωB97M-V/def2-TZVPD", "elements": ["O", "O", "H", "H", "H", "O", "C", "H", "H", "O", "H", "H", "H", "O", "H", "H", "H", "H", "H", "H", "H", "N", "H", "H", "O", "H", "O", "H", "C", "O", "H", "N", "H", "H", "H", "C", "H", "N", "H", "H", "H", "C", "H", "O", "H", "H", "O", "O", "H"], "coordinates": [[0.5395, 4.2953, 1.0156], [-2.1898, -1.5986, -1.1102], [1.4988, 4.3838, 1.2311], [3.8595, 4.0328, 0.6475], [0.9581, -3.6496, -1.0590], [3.2669, 3.9753, 1.4093], [1.8738, -0.6605, 0.8900], [-0.6553, 0.6305, 2.4331], [-0.2674, -0.0106, -0.4768], [0.1273, -3.9832, -1.4002], [-1.2078, 1.3759, -0.2517], [3.0166, 3.0283, 1.4615], [0.6398, 2.4721, 0.9305], [-3.0711, -1.5055, 1.5250], [1.2881, 1.6044, -1.8653], [-0.0553, 3.4031, -2.8707], [-2.7917, -1.3242, 0.5960], [0.0425, 4.5662, 1.7961], [3.1689, -1.8139, -0.2234], [0.8988, -1.1563, 0.8671], [-1.7659, -2.4611, -1.2151], [-0.3409, 2.9631, -2.0125], [-3.9484, -1.1534, 1.7035], [-0.2929, 3.5752, -1.2140], [0.4283, -2.0076, -3.9204], [-2.1023, 1.3109, -2.1781], [0.3053, -2.8677, 3.2827], [-0.4672, -4.0477, -0.6293], [0.1903, 1.6345, -1.8336], [-1.1600, -3.5514, 0.9950], [-3.4398, 1.8672, -2.3933], [2.5651, -1.0201, -0.3419], [-1.7968, -0.3918, 2.2270], [-3.0187, -1.5775, -1.6071], [-0.5193, -2.7776, 3.8018], [1.7531, 0.8270, 1.0975], [0.3873, -2.2959, -4.8363], [0.6933, 1.5103, 0.5996], [-0.4948, -3.3161, 1.6717], [-0.1416, -2.5383, -3.3534], [0.4584, -1.9344, 3.0729], [-0.1817, 1.0673, -0.4591], [-1.7922, -2.8446, 1.2142], [2.5650, 1.4269, 1.8031], [2.3762, -1.0475, 1.7788], [-0.0985, 0.9609, -2.6294], [-1.1055, -0.1143, 2.8608], [-3.0266, 1.0180, -2.1939], [3.0308, -0.2799, -0.8369]], "atomic_forces_ev_per_a": [[0.040, 0.079, 0.168], [-0.113, 0.225, 0.248], [-0.198, 0.114, -0.075], [-0.156, 0.106, 0.231], [0.101, 0.195, 0.066], [0.005, 0.192, -0.441], [-0.051, -0.616, -0.171], [-0.090, -0.179, 0.156], [0.441, -0.291, -0.117], [-0.581, -0.097, -0.382], [-0.041, 0.247, 0.266], [0.155, -0.185, 0.346], [-0.063, 0.187, -0.389], [0.392, 0.215, -0.142], [0.130, 0.041, -0.053], [0.134, 0.177, 0.099], [-0.620, -0.036, 0.048], [0.187, 0.086, -0.072], [0.236, 0.033, -0.019], [-0.225, 0.310, 0.078], [-0.093, -0.002, -0.100], [-0.981, -0.242, -0.373], [0.067, -0.013, -0.310], [0.384, 0.066, 0.054], [0.304, 0.615, 0.092], [-0.066, -0.298, -0.001], [-0.663, 0.491, 0.285], [0.417, 0.064, 0.130], [1.269, -0.186, 0.736], [-0.055, 0.782, 0.520], [-0.342, -0.179, 0.004], [-0.317, -0.155, -0.201], [0.116, -0.092, 0.423], [0.345, -0.056, -0.152], [0.519, -0.311, -0.217], [-0.569, 0.623, 0.224], [-0.312, -0.305, 0.284], [0.268, -0.792, 0.264], [0.317, -0.655, -0.027], [0.108, -0.331, -0.277], [0.106, 0.052, 0.014], [-0.776, 0.088, -0.379], [-0.382, -0.580, -0.314], [0.314, -0.324, 0.001], [0.213, 0.180, -0.009], [-0.486, -0.143, -0.243], [0.243, 0.223, -0.388], [0.206, 0.546, -0.064], [0.165, 0.131, 0.176]], "lowdin_charge": [-0.071, -0.045, 0.023, 0.059, 0.028, -0.072, -0.189, 0.024, 0.098, -0.066, 0.116, -0.008, 0.093, -0.070, 0.109, 0.075, 0.028, 0.062, 0.070, 0.087, 0.036, 0.016, 0.078, 0.052, -0.067, -0.013, -0.058, -0.004, -0.267, -0.069, 0.045, 0.037, -0.001, 0.069, 0.074, -0.448, 0.031, 0.079, 0.013, 0.002, 0.016, -0.184, 0.004, 0.032, 0.123, 0.107, -0.060, -0.063, 0.070], "total_energy_ev": -31645.518, "de_lowest_kcal_mol": 0.0, "orbital_gap_ev": 9.70, "lumo_ev": 0.3, "charge": 0}

=====

Which formula does entry 1 have? C32H55ClCuN2O9P2Se